{"formula": "H3O3P", "method": "ωB97M-V/def2-TZVPD", "homo_ev": -9.1, "charge": 0, "homo_lumo_gap_ev": 9.878, "multiplicity": 1, "species": ["O", "O", "P", "O", "H", "H", "H"], "positions_angstrom": [[2.019, -0.116, -0.316], [0.941, 0.141, 0.544], [-0.478, 0.848, 0.157], [-1.453, -0.373, -0.132], [2.825, 0.101, 0.115], [-0.782, 0.604, 1.521], [-1.534, -0.894, -0.918]], "forces_ev_per_angstrom": [[-1.387, -0.471, -3.022], [1.325, -0.730, 2.337], [0.392, 0.758, -0.137], [-1.318, -1.421, 0.114], [0.670, 0.738, 1.500], [0.140, 0.989, 0.094], [0.178, 0.138, -0.885]]}



{"formula": "H3O3P", "method": "ωB97M-V/def2-TZVPD", "homo_ev": -10.8, "charge": 0, "homo_lumo_gap_ev": 11.042, "multiplicity": 1, "species": ["O", "P", "O", "H", "O", "H", "H"], "positions_angstrom": [[-3.476, 1.115, -0.317], [-2.694, 0.198, 0.404], [-2.911, -1.217, -0.292], [-3.372, -1.342, -1.193], [1.340, 0.350, 0.136], [1.132, 1.297, 0.311], [1.705, -0.047, 0.920]], "forces_ev_per_angstrom": [[-2.597, 4.110, -2.255], [2.043, -3.209, 1.794], [-0.276, -1.636, -1.609], [0.867, 0.723, 2.073], [-0.593, 1.127, -0.676], [0.411, -1.239, 0.111], [0.144, 0.123, 0.562]]}



{"formula": "H3O3P3", "method": "ωB97M-V/def2-TZVPD", "homo_ev": 0.3, "charge": -2, "homo_lumo_gap_ev": 7.288, "multiplicity": 1, "species": ["O", "P", "O", "O", "P", "P", "H", "H", "H"], "positions_angstrom": [[1.283, -0.301, -1.332], [0.901, -1.060, 0.179], [-0.446, -1.751, 0.294], [2.055, -1.792, 0.762], [0.127, 0.849, 1.242], [-1.633, 0.444, 0.076], [0.835, 1.441, 0.063], [-0.891, 0.296, -1.108], [-2.231, 1.873, -0.176]], "forces_ev_per_angstrom": [[-1.274, -2.429, 4.221], [0.639, 1.979, -4.582], [-0.079, -0.463, -0.517], [0.837, -0.059, 0.749], [1.723, 0.930, -0.825], [-1.912, 0.692, -0.177], [-0.564, 0.075, 1.418], [-0.299, 0.284, -0.384], [0.930, -1.010, 0.097]]}



{"formula": "H3O3PS", "method": "ωB97M-V/def2-TZVPD", "homo_ev": -9.5, "charge": 0, "homo_lumo_gap_ev": 8.952, "multiplicity": 1, "species": ["O", "P", "O", "H", "O", "S", "H", "H"], "positions_angstrom": [[2.586, -1.249, -0.025], [2.786, 0.183, 0.158], [1.232, 0.742, -0.116], [0.768, 0.017, -0.474], [-1.505, -0.620, -0.235], [-2.791, 0.289, 0.203], [-0.973, -0.841, 0.484], [-2.105, 1.478, 0.006]], "forces_ev_per_angstrom": [[0.926, -1.090, 0.012], [-2.365, 0.696, -0.286], [2.732, 2.024, 1.040], [-1.324, -1.556, -0.847], [-0.675, -0.423, -2.416], [0.484, 1.442, 0.027], [1.119, -0.552, 2.193], [-0.897, -0.541, 0.278]]}



{"formula": "H3O4PS", "method": "ωB97M-V/def2-TZVPD", "homo_ev": -9.7, "charge": 0, "homo_lumo_gap_ev": 9.251, "multiplicity": 1, "species": ["O", "O", "O", "O", "P", "S", "H", "H", "H"], "positions_angstrom": [[0.398, -0.934, -1.746], [1.153, 0.855, 1.061], [-0.379, -1.081, 0.804], [-0.082, 0.360, -1.544], [-0.345, 0.449, 0.721], [-1.758, 1.418, 1.526], [-0.342, -1.584, -1.728], [1.227, 1.903, 0.904], [0.127, -1.386, 0.002]], "forces_ev_per_angstrom": [[0.520, -1.464, 0.504], [-0.004, 3.411, -0.777], [0.440, -1.227, -0.431], [-1.204, 0.584, 3.159], [0.061, 1.225, -2.242], [0.203, 0.040, -0.474], [-0.091, 0.994, -0.580], [-0.043, -3.333, 0.595], [0.119, -0.230, 0.245]]}



{"formula": "H3O5PS", "method": "ωB97M-V/def2-TZVPD", "homo_ev": -10.7, "charge": 0, "homo_lumo_gap_ev": 8.928, "multiplicity": 1, "species": ["O", "O", "O", "O", "O", "P", "S", "H", "H", "H"], "positions_angstrom": [[1.767, -0.064, 1.874], [1.602, 0.579, -0.985], [-1.280, -0.976, -0.682], [-1.486, -0.495, 1.723], [-0.800, 1.399, 0.038], [-0.733, -0.152, 0.514], [1.341, -0.819, 0.749], [-2.251, -1.085, -0.842], [2.364, 0.313, -1.505], [-0.525, 1.301, -0.883]], "forces_ev_per_angstrom": [[0.738, 0.694, 1.624], [-0.876, -1.712, 2.294], [-0.521, -0.983, -2.246], [0.773, 0.585, 0.408], [0.242, -1.970, 0.655], [-2.066, 1.144, 1.183], [-0.274, 1.573, -4.104], [1.262, 0.282, 0.632], [0.250, -0.385, 0.031], [0.471, 0.772, -0.476]]}



{"formula": "H3O6", "method": "ωB97M-V/def2-TZVPD", "homo_ev": [-16.7, -16.7], "charge": 1, "homo_lumo_gap_ev": [9.260, 9.260], "multiplicity": 1, "species": ["O", "O", "O", "O", "O", "O", "H", "H", "H"], "positions_angstrom": [[0.139, 1.244, 0.540], [1.399, -0.586, -0.498], [-2.467, -0.716, 0.321], [-1.360, 1.146, -0.272], [1.150, 0.748, -0.485], [-1.739, 0.026, -0.604], [0.308, 2.151, 0.453], [2.218, -0.673, 0.006], [-2.605, -1.565, -0.059]], "forces_ev_per_angstrom": [[1.112, -4.907, 0.777], [-1.128, 0.565, 0.510], [-0.187, 2.886, 2.847], [-2.633, 0.133, 0.325], [0.389, 0.730, -0.894], [1.259, -0.872, -2.251], [0.547, 3.095, -0.306], [0.415, -0.070, 0.484], [0.227, -1.561, -1.491]]}



{"formula": "H3O6", "method": "ωB97M-V/def2-TZVPD", "homo_ev": [-16.6, -15.3], "charge": 1, "homo_lumo_gap_ev": [9.075, 6.454], "multiplicity": 1, "species": ["O", "O", "O", "O", "O", "O", "H", "H", "H"], "positions_angstrom": [[-0.662, 0.694, -0.673], [0.085, -0.635, -2.310], [1.334, -0.239, 2.193], [-0.581, 0.421, 1.291], [-1.025, -0.117, -1.762], [0.008, -0.455, 1.897], [-1.418, 1.307, -0.543], [0.610, 0.075, -2.744], [1.649, -1.050, 2.652]], "forces_ev_per_angstrom": [[1.008, 0.135, -0.684], [0.935, -0.552, 0.113], [1.023, 1.619, -0.516], [0.858, 0.517, 1.111], [-0.967, 0.525, 0.000], [-1.420, -2.055, 0.271], [-0.219, -0.234, -0.276], [-0.543, 0.199, 0.144], [-0.675, -0.156, -0.163]]}



In order of appearance, E_tot = -568.7663, -568.9012, -1251.5796, -967.0564, -1042.2259, -1117.5360, -452.4362, -452.4489 Ha.